No. 1
{
  "formula": "C54H108Cl10O22",
  "method": "ωB97M-V/def2-TZVPD",
  "homo_energy_ev": -10.14,
  "lumo_energy_ev": 0.54,
  "orbital_gap_ev": 10.68,
  "total_energy_ha": -8379.6269,
  "elements": ["O", "C", "O", "C", "C", "C", "H", "H", "H", "H", "H", "H", "H", "H", "O", "C", "O", "C", "C", "C", "H", "H", "H", "H", "H", "H", "H", "H", "O", "C", "O", "C", "C", "C", "H", "H", "H", "H", "H", "H", "H", "H", "O", "C", "O", "C", "C", "C", "H", "H", "H", "H", "H", "H", "H", "H", "O", "C", "O", "C", "C", "C", "H", "H", "H", "H", "H", "H", "H", "H", "O", "C", "O", "C", "C", "C", "H", "H", "H", "H", "H", "H", "H", "H", "O", "C", "O", "C", "C", "C", "H", "H", "H", "H", "H", "H", "H", "H", "O", "C", "O", "C", "C", "C", "H", "H", "H", "H", "H", "H", "H", "H", "O", "C", "O", "C", "C", "C", "H", "H", "H", "H", "H", "H", "H", "H", "O", "C", "O", "C", "C", "C", "H", "H", "H", "H", "H", "H", "H", "H", "O", "C", "O", "C", "C", "C", "H", "H", "H", "H", "H", "H", "H", "H", "Cl", "C", "C", "Cl", "H", "H", "H", "H", "Cl", "C", "C", "Cl", "H", "H", "H", "H", "Cl", "C", "C", "Cl", "H", "H", "H", "H", "Cl", "C", "C", "Cl", "H", "H", "H", "H", "Cl", "C", "C", "Cl", "H", "H", "H", "H"],
  "positions_angstrom": [[-2.7842, 0.4787, -6.7296], [-2.0172, -0.4838, -6.9230], [-1.1142, -0.8633, -6.0403], [-1.1516, -0.2313, -4.7138], [0.1164, -0.5113, -4.0076], [-2.0020, -1.2745, -8.1780], [-2.0279, -0.7051, -4.2340], [-1.2019, 0.8739, -4.8110], [1.0038, -0.1598, -4.5946], [0.2590, -1.4865, -3.6545], [0.1897, 0.1390, -3.0930], [-1.9279, -2.3529, -8.0702], [-1.0849, -1.0451, -8.6627], [-2.8621, -1.0745, -8.8167], [-0.4147, -0.4418, 6.2045], [-1.0399, -1.3065, 5.6887], [-0.4658, -2.3339, 5.0459], [1.0015, -2.2482, 4.9396], [1.2687, -1.1832, 3.8626], [-2.5175, -1.3033, 5.4115], [1.3329, -3.2220, 4.6073], [1.4651, -1.9616, 5.8799], [2.2779, -1.2982, 3.6485], [0.9955, -0.1905, 4.1914], [0.7179, -1.3816, 2.9491], [-2.9220, -0.3446, 5.7323], [-3.1485, -2.0468, 5.8753], [-2.6516, -1.4123, 4.3189], [-1.4088, 5.3623, -0.6660], [-0.4429, 5.1941, -1.3759], [-0.6152, 5.0757, -2.7117], [-1.9479, 5.2560, -3.2449], [-1.7869, 5.4986, -4.6803], [0.9615, 5.1563, -0.8547], [-2.3726, 6.0588, -2.7106], [-2.5148, 4.3310, -3.0478], [-1.1340, 4.7487, -5.1325], [-1.4214, 6.4721, -4.9887], [-2.7679, 5.3980, -5.1759], [1.0848, 4.1911, -0.4326], [1.1410, 5.9340, -0.1394], [1.6955, 5.1065, -1.6891], [-4.4266, -2.9416, 2.1759], [-4.3742, -4.0484, 2.7037], [-3.4640, -4.9882, 2.3783], [-2.4025, -4.6678, 1.4521], [-1.5748, -5.8748, 1.2271], [-5.3461, -4.4863, 3.7635], [-1.8187, -3.8373, 1.9549], [-2.7938, -4.2610, 0.5301], [-0.6935, -5.7077, 0.6429], [-2.1289, -6.6448, 0.7519], [-1.2794, -6.2948, 2.1663], [-5.6285, -3.7006, 4.4685], [-5.0510, -5.4169, 4.3057], [-6.3202, -4.6374, 3.1378], [-2.5985, -4.1172, -1.6830], [-2.7192, -3.5363, -2.7274], [-3.3477, -2.3534, -2.8219], [-3.9814, -1.8526, -1.5850], [-2.9265, -1.2048, -0.7120], [-2.0830, -4.0438, -3.9900], [-4.3668, -2.6843, -0.9857], [-4.7023, -1.0986, -1.9597], [-2.3014, -0.4737, -1.2909], [-2.3231, -1.9209, -0.2005], [-3.3836, -0.6762, 0.0375], [-1.0016, -3.9917, -3.9214], [-2.3736, -3.3573, -4.8466], [-2.5034, -5.0027, -4.1935], [-2.6628, 1.9444, -2.4907], [-3.8052, 1.9309, -2.0629], [-4.9032, 1.7615, -2.7963], [-4.8365, 1.5656, -4.2693], [-5.9883, 0.7128, -4.5905], [-4.0869, 2.3003, -0.6405], [-3.8826, 1.0676, -4.4496], [-4.7321, 2.4834, -4.8360], [-6.0195, 0.3936, -5.6005], [-6.9891, 1.0435, -4.2239], [-5.8740, -0.2385, -4.0314], [-4.9716, 2.9894, -0.5505], [-3.2254, 2.8122, -0.2054], [-4.3129, 1.3800, 0.0539], [2.9954, 3.1450, 1.9501], [3.9578, 3.1727, 1.2633], [5.2296, 3.1330, 1.7064], [5.6079, 3.1226, 3.0394], [5.6337, 4.5755, 3.6491], [3.8456, 3.2290, -0.2791], [6.6231, 2.6807, 3.1802], [4.8810, 2.5725, 3.5662], [4.7856, 5.1077, 3.2197], [6.5259, 5.1343, 3.2947], [5.5849, 4.7924, 4.7045], [4.7643, 2.8877, -0.7972], [3.7261, 4.2904, -0.4900], [3.0435, 2.6528, -0.5095], [5.6656, -3.6452, -2.4410], [5.7556, -4.6376, -3.0653], [6.2243, -5.7711, -2.4630], [6.5604, -5.7658, -1.0982], [6.4104, -7.2439, -0.6734], [5.4516, -4.6917, -4.5076], [5.8773, -5.1153, -0.5480], [7.6231, -5.4697, -1.0866], [7.2576, -7.8863, -0.9195], [5.6639, -7.6873, -1.3602], [6.1401, -7.3272, 0.3615], [6.3404, -4.7074, -5.1568], [4.9617, -3.7351, -4.7164], [4.8280, -5.5200, -4.7892], [3.0378, -2.7876, 1.4609], [2.8860, -1.8198, 0.7789], [2.0599, -1.7427, -0.3157], [1.2893, -2.9014, -0.7647], [0.1535, -3.1989, 0.2557], [3.5609, -0.4622, 0.8831], [2.0204, -3.6812, -1.0002], [0.7413, -2.5095, -1.6661], [-0.3745, -2.2606, 0.5203], [0.5784, -3.7443, 1.0561], [-0.6698, -3.7493, -0.3077], [4.6525, -0.6628, 1.0736], [3.1315, 0.0226, 1.7668], [3.3905, 0.1678, 0.0100], [3.5446, -5.8836, -1.2967], [2.3809, -6.0121, -1.3312], [1.6036, -6.2459, -0.2340], [2.2887, -6.2008, 0.9934], [2.8080, -7.5603, 1.3286], [1.5320, -5.9918, -2.5258], [1.5997, -5.7656, 1.7343], [3.0983, -5.4594, 0.9782], [2.0085, -8.2819, 1.1927], [3.1263, -7.4959, 2.3855], [3.6318, -7.7941, 0.6731], [2.1975, -5.8416, -3.3308], [0.8450, -5.1468, -2.4813], [0.9200, -6.9092, -2.5194], [3.5190, 6.7623, 1.3829], [2.4094, 6.8270, 1.8126], [1.4850, 7.6101, 1.2787], [1.9709, 8.5542, 0.2571], [0.7371, 9.4046, -0.0623], [1.8128, 6.0872, 2.9633], [2.3228, 8.0388, -0.6250], [2.8519, 9.0121, 0.7461], [0.4053, 10.1293, 0.6560], [-0.0588, 8.7010, -0.3233], [0.8732, 9.9821, -0.9707], [0.7398, 6.1385, 2.8888], [2.0574, 6.5777, 3.8878], [2.2372, 5.0577, 2.9986], [4.7185, -1.0943, -5.3663], [4.8976, -0.5754, -3.5780], [3.5650, 0.0851, -3.1141], [3.1933, 1.5676, -4.0191], [5.7275, 0.0998, -3.4911], [5.0990, -1.5120, -2.9894], [3.6856, 0.4243, -2.0932], [2.7421, -0.5976, -3.2464], [-5.8437, 4.1965, 3.7489], [-4.7425, 5.0692, 2.6089], [-3.2404, 4.9274, 3.0351], [-2.6717, 3.3023, 2.7664], [-5.1145, 6.0715, 2.5578], [-4.9506, 4.6581, 1.5670], [-3.0701, 5.1494, 4.1016], [-2.6613, 5.6171, 2.3301], [2.3943, 2.6541, 6.2721], [0.6316, 2.5325, 6.2385], [0.2667, 3.9522, 6.6923], [-1.5482, 3.8819, 6.7382], [0.3333, 1.7939, 6.9313], [0.2837, 2.3257, 5.2716], [0.5939, 4.7321, 6.0273], [0.6664, 4.1364, 7.6545], [-5.8290, 0.3687, 4.8304], [-6.8138, 0.1308, 3.3985], [-6.0126, 0.3442, 2.1290], [-7.1441, 0.1553, 0.6742], [-7.6262, 0.8161, 3.4822], [-7.2138, -0.8744, 3.4962], [-5.3526, -0.5493, 2.1258], [-5.5299, 1.3374, 2.0657], [0.4591, 1.3470, -0.6766], [-0.0948, 2.0648, 0.9062], [0.0403, 1.0196, 1.9640], [-1.4477, 0.1198, 2.0195], [-1.0119, 2.5711, 0.6529], [0.6589, 2.8103, 1.1524], [0.1063, 1.5553, 2.9050], [0.9257, 0.3913, 1.9264]]
}



No. 2
{
  "formula": "C54H114N6O6",
  "method": "ωB97M-V/def2-TZVPD",
  "homo_energy_ev": -8.39,
  "relative_energy_ev": 4.465,
  "smiles": "CC1(C)CCCC(C)(C)N1O.CC1(C)CCCC(C)(C)N1O.CC1(C)CCCC(C)(C)N1O.CC1(C)CCCC(C)(C)N1O.CC1(C)CCCC(C)(C)N1O.CC1(C)CCCC(C)(C)N1O",
  "lumo_energy_ev": 0.45,
  "orbital_gap_ev": 8.84,
  "total_energy_ha": -2905.5028,
  "elements": ["C", "C", "C", "C", "C", "C", "C", "C", "C", "N", "O", "H", "H", "H", "H", "H", "H", "H", "H", "H", "H", "H", "H", "H", "H", "H", "H", "H", "H", "H", "C", "C", "C", "C", "C", "C", "C", "C", "C", "N", "O", "H", "H", "H", "H", "H", "H", "H", "H", "H", "H", "H", "H", "H", "H", "H", "H", "H", "H", "H", "C", "C", "C", "C", "C", "C", "C", "C", "C", "N", "O", "H", "H", "H", "H", "H", "H", "H", "H", "H", "H", "H", "H", "H", "H", "H", "H", "H", "H", "H", "C", "C", "C", "C", "C", "C", "C", "C", "C", "N", "O", "H", "H", "H", "H", "H", "H", "H", "H", "H", "H", "H", "H", "H", "H", "H", "H", "H", "H", "H", "C", "C", "C", "C", "C", "C", "C", "C", "C", "N", "O", "H", "H", "H", "H", "H", "H", "H", "H", "H", "H", "H", "H", "H", "H", "H", "H", "H", "H", "H", "C", "C", "C", "C", "C", "C", "C", "C", "C", "N", "O", "H", "H", "H", "H", "H", "H", "H", "H", "H", "H", "H", "H", "H", "H", "H", "H", "H", "H", "H"],
  "positions_angstrom": [[-15.0837, -5.7635, 10.2237], [-15.8225, -7.0490, 10.6799], [-15.9294, -8.1253, 9.6335], [-15.0462, -7.5280, 11.9126], [-15.8535, -8.5871, 12.7427], [-17.1486, -7.9224, 13.2854], [-17.9983, -7.4554, 12.0831], [-18.5988, -8.7049, 11.3917], [-19.1901, -6.6942, 12.5417], [-17.1922, -6.5758, 11.1763], [-17.8710, -6.2802, 9.9512], [-15.3059, -4.9118, 10.8481], [-14.0048, -5.9728, 10.1896], [-15.3079, -5.5712, 9.1219], [-16.1307, -9.1209, 10.0577], [-16.7840, -8.0282, 8.9419], [-15.0627, -8.3095, 9.0792], [-14.1526, -8.0166, 11.4615], [-14.7080, -6.6728, 12.4728], [-16.0998, -9.4581, 12.1462], [-15.4109, -9.0241, 13.6256], [-16.8247, -6.9956, 13.9057], [-17.7958, -8.5272, 13.9849], [-18.9530, -9.4455, 12.1329], [-17.8120, -9.1570, 10.8477], [-19.3959, -8.3284, 10.7581], [-19.8564, -6.4506, 11.6574], [-18.9078, -5.7098, 12.9150], [-19.8139, -7.2627, 13.2464], [-18.1101, -5.3556, 9.9279], [-22.2400, -14.8902, 11.7621], [-21.0909, -15.7291, 12.1631], [-20.6545, -16.7093, 11.0141], [-19.9318, -14.7154, 12.5153], [-18.7936, -15.3024, 13.2332], [-19.3358, -15.7440, 14.5672], [-20.3621, -16.8923, 14.4533], [-19.7806, -18.3149, 14.0372], [-21.1090, -17.0952, 15.8535], [-21.5116, -16.3755, 13.4746], [-22.3613, -17.5174, 13.2065], [-22.1723, -14.3923, 10.8139], [-23.0700, -15.5801, 11.6559], [-22.5019, -14.1447, 12.5158], [-19.9737, -17.5495, 11.3200], [-21.4669, -17.1769, 10.4100], [-20.0359, -16.0876, 10.3729], [-19.6445, -14.2787, 11.5925], [-20.4801, -13.9254, 13.0194], [-18.4194, -16.1611, 12.7363], [-17.9092, -14.6306, 13.3317], [-19.7869, -14.8641, 15.1371], [-18.4918, -16.1039, 15.2264], [-19.0360, -18.4038, 13.1833], [-20.6485, -18.9392, 13.7617], [-19.2219, -18.6286, 14.9398], [-21.7961, -17.9475, 15.8474], [-21.4988, -16.1300, 16.2164], [-20.2400, -17.3846, 16.5310], [-23.1729, -17.2751, 13.6650], [-26.5835, -4.7323, 15.7288], [-25.1626, -4.6156, 16.2537], [-25.1344, -3.3915, 17.1931], [-24.8761, -5.8708, 17.0459], [-23.4426, -5.9836, 17.4460], [-22.5656, -5.9538, 16.2054], [-22.7774, -4.7483, 15.3798], [-22.1691, -3.4675, 16.1163], [-22.1124, -5.0519, 13.9668], [-24.2365, -4.5447, 15.0878], [-24.3944, -3.3301, 14.2993], [-27.1257, -5.1490, 16.5761], [-26.9657, -3.7788, 15.4866], [-26.5092, -5.4779, 14.9066], [-26.0637, -3.3332, 17.8004], [-24.1887, -3.3210, 17.7927], [-25.1898, -2.4483, 16.5957], [-25.5234, -5.7588, 17.8712], [-25.2172, -6.7805, 16.5415], [-23.2265, -5.2775, 18.2000], [-23.1085, -6.9314, 18.0167], [-22.7677, -6.8752, 15.6297], [-21.5092, -5.9961, 16.4736], [-22.7922, -2.5885, 16.0324], [-21.2765, -3.2337, 15.5402], [-21.9015, -3.7463, 17.1841], [-21.2637, -5.6903, 14.2089], [-21.7441, -4.0525, 13.5135], [-22.7856, -5.5855, 13.2827], [-25.0114, -3.5409, 13.6478], [-13.6739, -15.0598, 19.8739], [-14.9601, -14.2881, 19.5801], [-15.3747, -13.3236, 20.7080], [-14.6034, -13.4725, 18.3062], [-15.8314, -12.9976, 17.5170], [-16.6756, -14.2164, 17.2151], [-17.1701, -14.9231, 18.5071], [-18.1221, -14.0552, 19.3535], [-17.8852, -16.1827, 18.1219], [-15.9713, -15.2977, 19.2655], [-16.3533, -16.0000, 20.4441], [-13.7984, -15.6660, 20.7940], [-13.5905, -15.7193, 19.0175], [-12.6788, -14.4765, 19.9991], [-16.0094, -13.8070, 21.4477], [-14.3957, -13.0320, 21.1756], [-15.8385, -12.4077, 20.3552], [-13.9984, -12.6083, 18.6251], [-14.0348, -14.0791, 17.6170], [-16.3794, -12.1746, 18.0790], [-15.5387, -12.5405, 16.5564], [-16.0653, -14.8250, 16.5722], [-17.6121, -13.8519, 16.7194], [-18.9096, -13.7954, 18.6570], [-17.6262, -13.1384, 19.6243], [-18.5607, -14.4493, 20.2451], [-18.9014, -15.9242, 17.7912], [-18.0106, -16.7990, 19.0533], [-17.3410, -16.7970, 17.3448], [-16.2711, -16.9452, 20.2027], [-21.2750, -11.1137, 17.9888], [-20.4311, -11.1574, 16.7403], [-19.0225, -10.8247, 17.0915], [-20.4109, -12.6235, 16.1053], [-21.7147, -12.8454, 15.2998], [-21.9530, -11.6920, 14.3509], [-22.0570, -10.2909, 14.9745], [-22.0896, -9.3242, 13.8031], [-23.3225, -10.1902, 15.8524], [-20.6816, -10.1131, 15.6873], [-20.7861, -8.8907, 16.4425], [-21.4021, -10.1072, 18.3424], [-22.2279, -11.6093, 17.8458], [-20.8400, -11.6942, 18.8172], [-18.2832, -10.9522, 16.2661], [-18.9755, -9.8097, 17.4424], [-18.6661, -11.4212, 17.9465], [-19.5427, -12.7581, 15.4376], [-20.2176, -13.3985, 16.8791], [-21.7079, -13.8009, 14.8175], [-22.6456, -12.8845, 15.9178], [-22.9271, -11.9040, 13.9440], [-21.2591, -11.7135, 13.5074], [-23.0608, -9.4022, 13.2644], [-21.2561, -9.5624, 13.1738], [-21.9386, -8.2419, 13.9862], [-23.5137, -11.1003, 16.3940], [-24.1203, -9.9860, 15.1051], [-23.1795, -9.4369, 16.6455], [-20.0716, -8.2647, 16.2983], [-22.3601, -11.9478, 22.9885], [-22.8831, -11.0603, 21.9156], [-21.6440, -10.3233, 21.3146], [-23.4776, -11.9759, 20.8067], [-24.2639, -11.1516, 19.7614], [-25.3837, -10.3727, 20.4141], [-24.9515, -9.4323, 21.5110], [-24.1500, -8.1962, 20.9557], [-26.0853, -8.9439, 22.3075], [-23.9821, -10.2560, 22.4742], [-23.4655, -9.3917, 23.5032], [-22.0316, -11.2914, 23.8262], [-23.2259, -12.6000, 23.3667], [-21.5025, -12.5370, 22.7406], [-21.9972, -9.5609, 20.5899], [-21.1549, -9.7838, 22.1891], [-20.9265, -11.0015, 20.8850], [-22.6366, -12.4983, 20.3395], [-24.1902, -12.6609, 21.2017], [-23.5054, -10.4719, 19.2987], [-24.5382, -11.8099, 19.0196], [-26.0923, -11.1569, 20.7943], [-25.8862, -9.7877, 19.6481], [-23.6000, -8.3960, 20.0724], [-23.4390, -7.9068, 21.6894], [-24.8962, -7.4012, 20.7799], [-25.8184, -8.2805, 23.0988], [-26.5665, -9.7789, 22.8668], [-26.8600, -8.5300, 21.6039], [-24.0772, -9.6175, 24.2384]]
}